Entry 1:
The following is a quantum chemistry calculation of C27H53BO11P as an isolated structure at a distorted geometry, from the Open Molecules 2025 dataset.

Geometry as ORCA input:
```
! wB97M-V def2-TZVPD RIJCOSX def2/J DEFGRID3
* xyz -1 1
P -1.499 1.503 1.342
O 5.997 -0.717 2.795
O -4.661 2.894 -0.192
O -7.651 -0.724 -3.229
O -0.106 -3.627 -3.113
O 0.409 -5.710 -3.787
O 1.580 -2.513 2.070
O 0.046 1.568 0.478
O -3.435 1.284 -1.194
O -0.334 -2.209 3.541
O -6.400 -2.322 -4.195
O -0.942 0.380 2.570
C 0.835 -3.656 -0.962
C 3.557 4.383 1.681
C 1.848 0.177 -0.123
C -7.938 -3.136 -5.767
C -7.497 -1.530 -4.098
C -5.487 1.847 -2.205
C -5.021 0.507 -2.740
C 0.521 -4.821 -2.991
C 2.451 3.483 2.304
C 0.108 3.172 3.184
C 5.176 2.323 1.952
C 2.445 -2.679 3.224
C 0.405 0.177 0.508
C 5.103 -0.821 1.689
C 0.283 -0.168 2.059
C 4.802 3.597 1.142
C 5.310 -0.488 4.015
C -4.522 2.090 -1.065
C -3.544 0.526 -2.403
C -1.226 3.103 2.355
C -8.432 -1.794 -5.252
C 1.143 4.252 2.694
C 1.388 -4.829 -1.755
C 5.493 0.154 0.518
C 6.155 1.463 1.043
C -6.467 -3.097 -5.401
C 0.321 -2.744 -2.057
B 0.532 -1.671 2.532
H 3.503 -2.655 2.898
H -5.370 2.645 -2.942
H 6.067 -0.163 4.754
H 4.682 3.405 0.055
H 1.758 -0.249 -1.152
H 3.845 5.220 2.356
H -5.220 0.361 -3.802
H -8.112 -3.293 -6.832
H -6.513 1.807 -1.846
H 4.570 0.337 3.937
H 2.236 1.203 -0.276
H 5.674 4.288 1.223
H -8.433 -3.944 -5.223
H -0.168 -0.504 -0.151
H -8.311 -1.001 -5.993
H 2.560 -0.481 0.419
H -5.861 -2.603 -6.166
H 2.862 2.981 3.211
H 2.427 -4.668 -2.051
H -6.060 -4.090 -5.218
H -2.118 3.313 2.979
H 0.002 -3.993 -0.340
H 6.197 -0.403 -0.136
H 1.406 4.896 3.564
H 7.109 1.226 1.546
H -2.015 2.352 0.304
H 1.287 -5.769 -1.217
H 4.322 1.663 2.176
H 4.829 -1.420 4.380
H -0.520 -2.136 -1.728
H 3.096 4.884 0.797
H 4.092 -0.497 2.029
H -1.181 3.939 1.616
H 5.019 -1.876 1.358
H -0.172 3.461 4.227
H 2.188 -3.585 3.799
H 1.100 -2.086 -2.449
H 2.291 -1.785 3.878
H -5.515 -0.296 -2.195
H -3.148 -0.476 -2.238
H 6.418 2.058 0.139
H -1.986 0.344 0.607
H 0.807 4.850 1.828
H 1.210 0.356 2.453
H 5.772 2.581 2.849
H 1.565 -3.179 -0.311
H -2.855 1.507 1.903
H -2.947 1.019 -3.178
H 0.644 2.211 3.272
H 2.218 2.659 1.591
H -9.464 -1.842 -4.913
H 4.587 0.364 -0.090
H -1.125 -2.560 3.133
*
```

Calculated values
maximum force: 4.782 eV/Å
Kohn-Sham gap: 5.51 eV
LUMO energy: 2.0 eV
E: -2254.42115 Eh
energy relative to the best compared isomer or geometry (same formula, charge and spin): 188.1 kJ/mol

Entry 2:
The following is a quantum chemistry calculation of a 4-piece molecular cluster, C27H53BrN2O13 overall at a distorted geometry, from the Open Molecules 2025 dataset.

Geometry as ORCA input:
```
! wB97M-V def2-TZVPD RIJCOSX def2/J DEFGRID3
* xyz 0 1
Br -3.312 3.879 3.317
O 4.229 -1.346 -9.067
O -1.928 -5.643 3.577
O -1.388 -0.846 -4.986
O 0.204 1.682 1.229
O 2.383 -0.660 -10.174
O -1.735 1.556 3.224
O 3.024 4.891 3.597
O 4.951 5.775 2.816
O 2.297 -2.001 -8.357
O -1.204 -0.365 -7.187
O -1.917 -2.322 -6.613
O 4.552 5.454 5.017
O -4.860 0.364 3.331
N -0.721 -4.763 1.843
N 0.719 0.816 2.227
C -2.266 -3.269 -5.597
C -1.038 -4.918 3.236
C -3.968 1.160 2.592
C 2.914 -1.277 -9.286
C 1.216 2.084 0.316
C -0.628 -3.366 1.384
C -0.733 0.940 -6.823
C 0.796 -2.794 1.201
C 0.642 1.464 3.524
C -0.937 1.351 6.154
C -5.076 -1.770 2.127
C -4.247 -3.037 1.819
C -4.532 -1.018 3.343
C -1.493 -1.147 -6.146
C 5.019 -0.605 -10.000
C -0.853 2.407 5.318
C 2.565 4.784 2.246
C -0.002 0.430 -1.254
C 0.109 -0.509 2.160
C 1.161 -1.632 2.130
C -3.031 1.938 3.529
C 0.866 -2.018 -8.476
C 5.847 5.994 5.297
C 1.067 1.514 -1.118
C -0.648 2.242 3.817
C -0.237 -4.135 4.258
C 4.246 5.410 3.720
H 0.192 0.867 -6.253
H 0.803 0.682 4.268
H -1.148 -3.305 0.425
H -0.572 -0.571 1.313
H -4.723 -3.941 2.199
H -0.532 3.247 3.409
H -0.162 0.587 6.179
H -3.303 1.683 4.552
H -0.459 -4.508 5.254
H 1.116 3.172 0.245
H -1.214 -2.755 2.073
H 1.569 4.351 2.297
H 5.919 7.021 4.944
H 2.024 1.103 -1.442
H -0.548 1.457 -7.760
H 4.770 0.454 -9.960
H -3.255 -2.990 2.273
H 3.219 4.131 1.673
H 0.779 2.338 -1.771
H -0.200 0.207 -2.303
H -0.945 0.738 -0.802
H -5.082 -1.129 1.246
H -0.504 -0.653 3.059
H -0.513 -3.079 4.214
H 0.310 -0.491 -0.760
H -6.088 -2.106 2.353
H -4.110 -3.178 0.747
H 0.499 -2.639 -7.665
H -0.926 3.418 5.711
H -1.403 -3.496 -4.973
H -3.334 0.563 1.927
H 1.511 -3.605 1.376
H -3.077 -2.887 -4.981
H -4.530 1.844 1.959
H 1.396 -1.980 3.138
H -4.973 -1.425 4.254
H 2.507 5.765 1.778
H 1.485 2.154 3.620
H 0.139 -5.258 1.632
H 0.568 -2.459 -9.425
H -2.588 -4.163 -6.123
H 0.456 -1.019 -8.384
H -1.487 1.473 -6.249
H 2.207 1.889 0.726
H 5.953 5.966 6.377
H 0.834 -4.206 4.063
H 0.946 -2.491 0.163
H 6.052 -0.754 -9.699
H -1.762 1.207 6.846
H 6.623 5.389 4.832
H 4.870 -0.980 -11.011
H -3.445 -1.150 3.417
H 2.084 -1.182 1.756
*
```

Calculated values
maximum force: 2.012 eV/Å
structure (SMILES): C=C[C@@H](CN(CCCCNC(C)=O)OCCC)O[C@@H](Br)COCCC.COC(=O)OC.COC(=O)OC.COC(=O)OC
Kohn-Sham gap: 8.88 eV
LUMO energy: 0.3 eV
E: -4722.04391 Eh

Entry 3:
The following is a quantum chemistry calculation of C27H53Cl2FKN2O2P as an isolated structure at a distorted geometry, from the Open Molecules 2025 dataset.

Geometry as ORCA input:
```
! wB97M-V def2-TZVPD RIJCOSX def2/J DEFGRID3
* xyz 0 1
K -1.254 8.405 -4.456
Cl -3.892 6.511 -7.328
Cl 2.307 -2.147 1.887
P 1.342 -3.466 0.481
F -1.126 -0.800 0.491
O 0.566 -4.545 -0.699
O 0.917 -2.025 -0.439
N 5.236 -0.113 0.503
N -2.476 4.163 -1.566
C -3.768 3.580 -2.128
C -3.352 4.399 0.801
C 2.944 -3.913 -0.465
C 5.605 -1.463 1.069
C 5.546 0.586 -0.801
C -2.479 -2.815 -0.518
C 4.768 2.067 -0.815
C 0.644 -2.856 6.150
C 5.368 -2.740 0.075
C -0.026 -3.787 -1.852
C -2.127 2.298 0.138
C -1.680 4.909 -2.677
C -2.485 5.906 -3.518
C -1.554 3.026 -1.071
C 1.333 -5.032 1.574
C -3.811 -2.345 0.379
C -0.017 -3.915 3.720
C 1.299 -4.776 3.188
C 3.973 2.097 0.656
C 4.323 0.665 1.444
C -2.471 3.251 1.272
C 3.943 -2.661 -0.796
C -1.444 -1.568 -0.770
C -3.125 5.294 -4.761
C -0.223 -4.017 5.368
C -0.092 -2.175 -1.502
C -2.762 5.127 -0.403
H 2.199 -5.796 1.362
H 6.215 0.118 -1.673
H -0.592 3.485 -0.815
H -3.234 6.443 -2.929
H -1.370 -3.873 5.648
H -3.447 5.900 -0.763
H 3.901 0.343 2.507
H -0.018 -3.297 1.006
H -1.984 -3.684 0.130
H -1.224 4.145 -3.317
H -4.011 4.704 -4.528
H -2.812 -3.200 -1.594
H -0.095 -2.306 6.872
H -4.358 4.029 0.571
H -1.778 6.666 -3.877
H 4.291 -2.809 -1.929
H -1.393 1.565 0.493
H -1.000 -4.415 3.259
H 1.005 -2.042 5.355
H 0.294 -1.409 -2.314
H -1.810 5.597 -0.129
H -4.218 -1.293 0.069
H 3.273 2.976 1.013
H 3.460 -1.598 -0.752
H -0.929 -4.293 -2.397
H -4.447 4.403 -2.366
H 5.098 -1.684 2.126
H -0.869 5.438 -2.161
H -2.419 4.651 -5.296
H 0.891 -3.812 -2.609
H 2.666 -4.431 -1.504
H 1.567 -3.278 6.734
H -3.462 -2.405 1.512
H 0.109 -5.106 5.678
H -4.593 -3.226 0.228
H 1.172 -5.853 3.690
H -0.013 -2.793 3.388
H -3.522 2.988 -3.013
H -2.976 2.701 2.075
H -1.910 -0.774 -1.503
H -3.442 6.086 -5.447
H -3.476 5.115 1.623
H 6.275 -2.760 -0.697
H 0.325 -5.614 1.309
H -1.545 3.655 1.699
H 6.775 -1.431 1.304
H 4.743 2.881 -1.669
H -4.247 2.943 -1.383
H 3.613 -4.727 0.097
H -3.012 1.719 -0.144
H 2.325 -4.369 3.643
H 5.462 -3.737 0.696
H -1.404 2.335 -1.908
*
```

Calculated values
maximum force: 6.410 eV/Å
Kohn-Sham gap: 3.68 eV
LUMO energy: -2.6 eV
E: -3281.48209 Eh

Entry 4:
The following is a quantum chemistry calculation of C27H53ClErN3O4Si2 as an isolated structure at a distorted geometry, from the Open Molecules 2025 dataset.

Geometry as ORCA input:
```
! wB97M-V def2-TZVPD RIJCOSX def2/J DEFGRID3
* xyz 0 4
Er -0.101 0.410 -1.545
Cl 0.942 2.349 -0.207
Si -2.305 0.475 3.400
Si 1.023 1.233 3.371
O -2.035 1.474 -1.025
O 1.196 -1.509 -1.436
O -1.011 -1.078 -0.112
O -1.340 -0.286 -3.263
N -2.140 -1.736 -4.838
N -0.030 -2.844 0.975
N -3.439 3.052 -0.189
C -0.639 0.819 2.669
C 1.522 0.510 -4.086
C 3.158 2.608 -2.710
C 5.952 -1.968 0.004
C 3.592 -1.517 -1.447
C 4.707 -2.052 0.641
C 0.781 -4.053 0.823
C -1.470 -1.465 -3.733
C -4.636 2.268 -0.482
C -2.235 2.627 -0.530
C -3.156 2.068 3.951
C -0.531 -2.254 -0.105
C -2.193 -3.095 -5.372
C 1.254 0.623 5.150
C 4.833 -1.424 -2.086
C -2.835 -0.692 -5.593
C 6.009 -1.643 -1.360
C -3.357 -0.285 2.023
C -3.611 4.329 0.489
C 2.144 0.308 -2.732
C -2.262 -0.728 4.848
C 3.534 -1.830 -0.089
C -0.423 -2.417 2.310
C 2.288 -1.221 -2.208
C 1.261 3.107 3.348
C 2.381 0.405 2.345
C 2.925 1.249 -2.160
H -3.081 -0.481 5.540
H -0.555 -2.889 -1.002
H -0.375 -1.316 2.395
H 1.407 3.477 2.323
H 0.731 1.291 -4.060
H -5.332 2.884 -1.061
H 2.535 2.834 -3.586
H -4.370 1.373 -1.048
H -3.921 -0.828 -5.509
H 1.702 -3.958 1.417
H 2.252 0.924 5.507
H -3.218 -3.488 -5.348
H -1.323 -0.682 5.413
H 3.350 0.902 2.514
H -1.398 3.314 -0.352
H 2.170 0.485 1.270
H -2.551 0.289 -5.207
H 2.274 0.857 -4.823
H 6.869 -2.168 0.568
H 2.972 3.380 -1.952
H 0.513 1.045 5.844
H -4.234 5.001 -0.116
H 4.208 2.701 -3.026
H -3.178 -1.362 1.906
H -5.130 1.983 0.455
H 4.862 -1.162 -3.145
H 2.312 -1.841 -3.130
H -3.151 0.190 1.053
H 3.489 1.021 -1.257
H 1.040 -4.144 -0.235
H 2.133 3.403 3.951
H 1.197 -0.474 5.220
H 0.265 -2.857 3.042
H 0.229 -4.946 1.156
H -0.672 1.067 1.595
H -4.247 1.926 4.014
H -2.616 4.774 0.621
H -2.800 2.389 4.942
H 2.517 -0.659 2.586
H 2.556 -1.875 0.393
H -4.424 -0.150 2.260
H -4.088 4.187 1.469
H 4.636 -2.300 1.702
H 1.094 -0.417 -4.499
H 0.376 3.611 3.763
H 6.975 -1.569 -1.864
H -1.451 -2.728 2.559
H -1.839 -3.107 -6.411
H -2.416 -1.767 4.522
H -2.955 2.880 3.237
H -2.557 -0.780 -6.650
H -0.989 -2.323 -3.235
H -1.544 -3.731 -4.760
*
```

Calculated values
maximum force: 3.069 eV/Å
Kohn-Sham gap: 3.74 eV
<S²>: 3.752
LUMO energy: -0.4 eV
E: -3580.18544 Eh
energy relative to the best compared isomer or geometry (same formula, charge and spin): 0.0 kJ/mol

Entry 5:
The following is a quantum chemistry calculation of a 9-piece molecular cluster, C27H53IN4O33PS8 overall at a distorted geometry, from the Open Molecules 2025 dataset.

Geometry as ORCA input:
```
! wB97M-V def2-TZVPD RIJCOSX def2/J DEFGRID3
* xyz 1 1
I 1.438 -2.061 -0.159
S -5.098 -2.500 -4.807
S -11.357 -1.945 -4.760
S 3.859 -8.439 3.049
S -2.467 9.174 2.268
S -3.335 3.053 -7.107
S 5.142 -5.912 0.398
S -3.702 -2.393 3.483
S 8.736 1.846 -0.354
P 0.263 0.003 -0.871
O -2.787 10.512 1.945
O -3.765 -1.772 -4.293
O 9.866 1.887 0.779
O 3.665 -5.936 1.009
O -3.016 -3.610 3.251
O -3.476 4.093 -6.150
O 4.218 -8.079 1.726
O -10.923 -1.830 -6.301
O 3.638 -7.460 4.051
O -2.553 8.128 1.306
O 9.451 0.805 -1.332
O -3.014 -1.630 4.720
O -4.683 2.185 -7.106
O -5.791 -2.706 -3.381
O -12.100 -3.140 -4.593
O -9.887 -2.152 -4.146
O -3.299 8.754 3.573
O 2.580 -9.414 3.007
O -4.744 -3.766 -5.328
O -5.866 -1.557 -5.544
O -5.105 -2.330 3.642
O -2.362 1.926 -6.500
O -1.007 9.128 2.928
O -1.322 -0.457 -0.937
O 6.047 -6.733 1.100
O 7.574 1.228 0.183
O 4.787 -6.590 -1.017
O 5.448 -4.542 0.157
O 8.688 3.116 -0.982
O -2.943 3.307 -8.443
O -11.843 -0.687 -4.324
O 4.918 -9.510 3.592
O -3.261 -1.348 2.331
N -0.421 2.904 1.737
N -1.166 3.847 2.367
N 1.295 1.688 1.291
N -0.805 2.075 0.767
C -2.408 8.334 4.613
C -3.148 0.871 -5.937
C -4.823 -2.503 -2.341
C -2.154 4.370 1.647
C 0.240 1.316 0.482
C 6.794 3.554 2.637
C 10.834 0.675 -0.965
C -2.693 -0.182 2.929
C -4.387 0.814 -6.803
C -8.940 -2.357 -5.202
C -1.989 5.408 0.605
C 4.969 2.214 1.639
C 2.989 -10.769 3.236
C 3.656 2.270 0.850
C 5.780 3.520 1.463
C -3.554 3.919 1.937
C 10.843 0.864 0.536
C 0.843 2.686 2.095
C -3.890 -1.449 -2.900
C 2.723 -6.214 -0.022
C -2.088 -0.656 4.233
C 3.458 -7.121 -0.992
C 2.661 1.160 1.321
C -9.510 -1.611 -6.387
C 4.224 -10.656 4.103
C -1.130 9.104 4.358
C 1.642 3.390 3.134
H -2.837 8.548 5.588
H -1.064 5.982 0.687
H -2.250 7.257 4.515
H 4.856 -11.538 4.050
H 3.189 3.259 0.883
H -1.952 0.256 2.261
H 1.040 3.706 3.985
H 6.352 3.524 0.532
H -9.123 -1.972 -7.335
H -2.915 -1.456 -2.420
H -7.963 -1.988 -4.912
H -4.295 4.643 1.591
H 11.394 1.464 -1.471
H 2.801 0.324 0.639
H 10.525 -0.043 1.054
H -3.661 2.941 1.452
H 2.192 -11.329 3.718
H -5.224 0.349 -6.299
H -0.261 8.632 4.808
H -8.878 -3.430 -5.402
H 4.699 2.188 2.706
H 6.223 3.521 3.571
H 11.815 1.172 0.911
H 3.019 -7.099 -1.987
H 5.613 1.380 1.360
H -9.327 -0.537 -6.306
H -2.015 4.939 -0.394
H -1.479 -0.889 -0.078
H 3.830 2.075 -0.217
H 5.131 4.404 1.496
H -3.660 3.808 3.023
H -2.593 -0.062 -5.939
H 7.440 4.432 2.598
H -1.127 -1.151 4.070
H 2.420 2.699 3.471
H 1.832 -6.680 0.393
H -5.308 -2.188 -1.422
H 3.221 -11.225 2.271
H 7.381 2.630 2.580
H -4.326 -0.450 -2.819
H -4.191 0.290 -7.741
H 3.498 -8.149 -0.637
H 11.219 -0.294 -1.268
H 2.454 -5.267 -0.498
H -4.302 -3.447 -2.171
H -2.816 6.119 0.624
H 2.922 0.798 2.321
H -3.395 1.144 -4.907
H 3.963 -10.459 5.145
H -3.500 0.534 3.105
H 2.147 4.243 2.667
H -1.206 10.134 4.711
H -1.961 0.149 4.953
*
```

Calculated values
maximum force: 3.119 eV/Å
Kohn-Sham gap: 7.58 eV
LUMO energy: -4.2 eV
E: -7586.57921 Eh